<1>
Entry from the OMol25 dataset: the molecule C6H11NO (wB97M-V/def2-TZVPD).

Structure (XYZ):
```
19
Properties=species:S:1:pos:R:3:lowdin_charge:R:1
C -2.41181 -0.66102 0.36774 -0.13
N -1.26844 -0.12588 -0.32367 -0.02
C -0.03065 -0.41407 0.02323 -0.32
C 0.42900 -1.60922 0.80901 -0.02
C 0.86865 0.61010 -0.36316 -0.23
C 2.36060 0.50828 -0.44908 -0.06
C 0.15719 1.67658 -0.89313 -0.13
O -0.78092 2.36451 -0.21388 -0.01
H -2.21566 -1.53502 0.99864 0.06
H -2.81354 0.12689 1.01810 0.08
H -3.17699 -0.93360 -0.36218 0.07
H -0.28302 -2.43225 0.77395 0.07
H 0.60893 -1.33058 1.84892 0.09
H 1.37057 -1.98534 0.40953 0.07
H 2.83915 0.74583 0.50383 0.09
H 2.74291 1.20608 -1.19828 0.08
H 2.68714 -0.48483 -0.76093 0.07
H 0.57463 2.26662 -1.71164 0.12
H -1.65776 2.00691 -0.47699 0.11
```

Calculated values
- Net charge: 0
- HOMO: -7.91 eV
- SMILES: C/N=C(C)/C(C)=C\O
- HOMO-LUMO gap: 8.39 eV

=====

<2>
Entry from the OMol25 dataset: the molecule C6H11NO (wB97M-V/def2-TZVPD).

Structure (XYZ):
```
19
Properties=species:S:1:pos:R:3:lowdin_charge:R:1
N -0.40636 -1.96078 -0.11423 0.04
C -0.84177 -0.61996 0.60965 -0.28
C -1.61300 0.53711 -0.10225 -0.15
C -0.57611 1.37778 -0.85193 -0.12
C 0.71510 0.40949 -0.72881 -0.22
C 1.97175 -0.00886 0.01589 -0.27
O 2.91791 1.01481 0.44032 -0.10
C 0.61272 -0.07471 0.63869 -0.28
H -1.35763 -2.17416 -0.45596 0.07
H -0.08920 -2.60548 0.53124 0.03
H -1.56541 -0.74187 1.56829 0.16
H -2.27753 -0.11005 -0.91427 0.16
H -2.24539 0.93828 0.56014 0.05
H -0.43982 2.17840 -0.21550 0.08
H -0.86668 1.42426 -1.85816 0.08
H 0.31972 -0.23526 -1.73028 0.19
H 2.25983 -1.24249 -0.22027 0.20
H 2.85431 0.99917 1.59504 0.22
H 0.62755 0.89429 1.23241 0.14
```

Calculated values
- Net charge: 0
- HOMO: -8.58 eV
- SMILES: N[C@@H]1CC[C@H]2[C@@H](O)[C@@H]21
- HOMO-LUMO gap: 9.32 eV

=====

<3>
Entry from the OMol25 dataset: a structure of composition C6H11NO (wB97M-V/def2-TZVPD).

Structure (XYZ):
```
19
Properties=species:S:1:pos:R:3:lowdin_charge:R:1
C 1.77168 0.31690 -0.41160 -0.15
C -2.29142 -0.52058 0.09989 -0.23
C 1.66619 0.76838 -1.72856 -0.10
C 1.38791 1.12970 0.77074 -0.08
N -1.51491 -1.10343 -0.99606 -0.13
O -0.23191 -0.58151 -1.05034 -0.27
C -1.79008 -0.81800 1.44477 -0.13
C -1.34463 -1.09519 2.52568 0.10
H -1.43727 -2.11259 -0.87825 0.11
H 2.18908 -0.66378 -0.22141 0.11
H -2.31127 0.55993 -0.06063 0.12
H -3.31847 -0.88790 0.00878 0.12
H 1.52798 1.83563 -1.88215 0.08
H 2.28885 0.29270 -2.47991 0.08
H 0.83813 0.53564 1.49975 0.06
H 0.77695 1.98610 0.48276 0.09
H 2.29366 1.51262 1.25843 0.09
H 0.45921 0.17274 -1.86841 0.13
H -0.95966 -1.32736 3.48651 0.02
```

Calculated values
- Net charge: 0
- HOMO (spin up / spin down): -8.02 / -8.02 eV
- HOMO-LUMO gap (spin up / spin down): 8.66 / 8.66 eV

=====

Short version: <1> is the most stable of them.

=====

<1>
Entry from the OMol25 dataset: a structure of composition C6H11NO (wB97M-V/def2-TZVPD).

Structure (XYZ):
```
19
Properties=species:S:1:pos:R:3:lowdin_charge:R:1
C 1.56507 -0.13352 0.47589 -0.14
C 0.54321 -1.18744 0.72772 -0.11
C -1.85795 1.75798 0.07614 -0.02
C 2.32181 -0.16356 -0.81715 -0.05
C -0.66758 0.85186 0.22337 -0.40
C -0.70976 -0.51974 0.16182 -0.32
N -1.68664 -1.29909 -0.44511 0.07
O 0.50923 1.38744 0.46193 -0.04
H 2.14189 0.21020 1.33099 0.13
H -2.44689 -0.80489 -0.88520 0.08
H -1.99523 -2.10822 0.07885 0.08
H 0.73904 -2.10350 0.16926 0.12
H 0.43696 -1.43349 1.78615 0.12
H -2.14756 1.84722 -0.97235 0.08
H -2.72259 1.40034 0.63754 0.08
H -1.59520 2.75598 0.42394 0.08
H 3.24258 -0.74158 -0.71025 0.09
H 1.72167 -0.57042 -1.62974 0.09
H 2.60794 0.85445 -1.09380 0.09
```

Calculated values
- Net charge: 0
- HOMO: -6.53 eV
- HOMO-LUMO gap: 7.56 eV

=====

<2>
Entry from the OMol25 dataset: a structure of composition C6H11NO (wB97M-V/def2-TZVPD).

Structure (XYZ):
```
19
Properties=species:S:1:pos:R:3:lowdin_charge:R:1
C -0.40888 -1.02894 1.15666 -0.07
C -0.24381 -0.47972 -0.24545 -0.56
C -1.87230 -0.30364 -0.46728 -0.07
C -0.19215 0.84189 -0.27592 -0.34
C 1.24409 1.18413 0.51801 -0.03
C 2.06965 -0.03724 -0.18258 -0.11
H -1.40770 -1.87797 1.28808 0.15
H 0.63090 -1.49003 1.37590 0.09
H -0.75555 -0.14136 1.94312 0.15
H -2.52165 -0.95938 0.29848 0.11
H -2.54609 -0.39791 -1.47568 0.15
H -0.20035 1.20808 -1.28459 0.15
H 1.15129 0.81094 1.59414 0.09
H 1.76680 2.21775 0.46217 0.12
H 2.70750 0.21848 -0.95944 0.06
H 2.54742 -0.60311 0.64009 0.10
H 1.12148 -1.83388 -0.42762 0.06
N 0.97870 -0.99136 -0.94733 0.06
O -1.61557 1.09113 0.01950 -0.10
```

Calculated values
- Net charge: 0
- HOMO: -9.41 eV
- HOMO-LUMO gap: 10.38 eV

=====

<3>
Entry from the OMol25 dataset: the molecule C6H11NO (wB97M-V/def2-TZVPD).

Structure (XYZ):
```
19
Properties=species:S:1:pos:R:3:lowdin_charge:R:1
C 2.00256 -0.07342 0.05880 -0.04
C 0.69527 0.25350 -0.44224 -0.44
C 0.27650 1.77814 -0.03582 0.09
C -0.54964 0.61309 0.12269 -0.59
O -1.71696 0.93368 -0.67972 -0.01
C -0.92287 -0.48732 1.01178 -0.08
C -0.75821 -1.53464 -0.15332 -0.14
N 0.18079 -0.88228 -1.16509 0.03
H 2.58736 -0.24313 -0.82396 0.09
H 2.52621 0.66625 0.56857 0.06
H 2.00999 -1.03631 0.55785 0.09
H 0.76045 2.23089 0.83461 0.12
H -0.10343 2.42363 -0.78908 0.09
H -2.32982 1.21229 0.01295 0.11
H -1.98806 -0.42914 1.41861 0.13
H -0.27073 -0.68049 1.83503 0.11
H -1.65952 -1.84116 -0.73427 0.12
H -0.33582 -2.41288 0.39644 0.11
H -0.40408 -0.49070 -1.99384 0.15
```

Calculated values
- Net charge: 0
- HOMO: -7.91 eV
- SMILES: C[C@]12C[C@]1(O)CCN2
- HOMO-LUMO gap: 8.76 eV

=====

<4>
Entry from the OMol25 dataset: a structure of composition C6H11NO (wB97M-V/def2-TZVPD).

Structure (XYZ):
```
19
Properties=species:S:1:pos:R:3:lowdin_charge:R:1
O -2.89963 -0.11163 -0.69738 -0.06
C -2.59425 0.52409 0.54498 -0.24
C -1.35451 1.01617 1.01182 -0.04
C -0.44564 1.00897 -0.21206 -0.18
C 0.68549 -0.03134 -0.24661 -0.30
C 1.97635 0.32233 -0.30205 -0.19
N 3.02668 -0.62146 -0.40242 0.01
C 0.27572 -1.40137 0.08038 -0.06
H -3.55741 0.58395 1.08059 0.13
H -2.20372 -0.55666 0.04527 0.09
H -1.42713 1.94654 1.61954 0.12
H -1.08018 0.64280 -1.02326 0.10
H 0.00674 1.91301 -0.60101 0.11
H 2.30034 1.37809 -0.12205 0.12
H 3.24783 -1.02742 -1.35202 0.11
H 3.82673 -0.28464 0.10391 0.06
H 0.82293 -1.90170 0.81450 0.06
H 0.20156 -1.87694 -0.87943 0.08
H -0.80790 -1.52279 0.53730 0.10
```

Calculated values
- Net charge: 0
- HOMO: -8.09 eV
- HOMO-LUMO gap: 8.89 eV

=====

Short version: <1> is the most stable of them.

=====

<1>
Entry from the OMol25 dataset: a cluster of 2 separate species, C6H11NO in total (wB97M-V/def2-TZVPD).

Structure (XYZ):
```
19
Properties=species:S:1:pos:R:3:lowdin_charge:R:1
C 1.12257 -0.60306 -1.09653 -0.12
C 0.34131 -0.23055 -0.00445 -0.58
C 1.46064 0.02949 1.15191 0.00
C -0.90970 -0.95739 0.19599 -0.15
C -2.03797 0.08142 0.08539 -0.20
C -1.29871 1.45196 -0.07060 0.01
H 0.64987 -0.83086 -2.12983 0.12
H 1.78035 0.30730 -1.41109 0.12
H 2.03983 -1.29243 -0.75906 0.14
H 1.89979 -0.87712 1.39076 0.05
H 2.24048 0.47639 0.61142 0.05
H 0.92646 0.52264 2.01435 0.12
H -0.88219 -2.07223 1.20955 0.23
H -0.88964 -1.75118 -0.87136 0.17
H -2.87635 -0.02512 0.93815 0.14
H -2.66871 -0.14632 -0.73612 0.06
H -1.80825 2.55024 -0.20654 0.16
N 0.07435 1.25747 -0.18999 -0.33
O 0.83586 2.10936 -0.12196 0.02
```

Calculated values
- Net charge: 0
- HOMO: -8.05 eV
- HOMO-LUMO gap: 8.83 eV

=====

<2>
Entry from the OMol25 dataset: the molecule C6H11NO (wB97M-V/def2-TZVPD).

Structure (XYZ):
```
19
Properties=species:S:1:pos:R:3:lowdin_charge:R:1
C 2.87008 -0.12678 0.25472 -0.03
N 1.73668 -0.88436 0.71550 -0.26
O 1.88687 -1.89464 1.44621 -0.07
C 0.33193 -0.51567 0.17054 -0.11
C -0.88255 -1.25623 0.56447 -0.16
C -1.95317 -0.60695 -0.32250 -0.19
C -1.45650 0.82860 -0.52021 -0.19
C 0.06795 0.69087 -0.64291 -0.17
H 3.16425 -0.44329 -0.74952 0.10
H 2.64465 0.93765 0.24156 0.08
H 3.69347 -0.32734 0.94066 0.09
H -0.78125 -2.33154 0.41150 0.12
H -1.10082 -1.10484 1.62717 0.13
H -1.99656 -1.11846 -1.28603 0.11
H -2.94423 -0.63918 0.12890 0.11
H -1.69660 1.42348 0.36227 0.11
H -1.90202 1.31033 -1.38954 0.11
H 0.59163 1.58241 -0.28815 0.11
H 0.36009 0.53370 -1.68976 0.12
```

Calculated values
- Net charge: 0
- HOMO (spin up / spin down): -7.47 / -7.78 eV
- SMILES: C[N+]([O-])=C1CCCC1
- HOMO-LUMO gap (spin up / spin down): 8.39 / 8.66 eV

=====

<3>
Entry from the OMol25 dataset: a structure of composition C6H11NO (wB97M-V/def2-TZVPD).

Structure (XYZ):
```
19
Properties=species:S:1:pos:R:3:lowdin_charge:R:1
C 0.19462 0.50188 -1.63029 -0.20
C 1.16691 -2.00712 0.39479 -0.02
C -1.41223 1.10352 1.21829 -0.10
C 0.76490 -0.55380 0.36721 -0.37
N 0.63965 1.76316 -1.39300 0.06
C -0.65608 -0.28198 -0.84376 -0.20
C -1.23816 -0.16864 0.45911 -0.17
O 1.36400 0.32104 0.96648 0.01
H 0.51646 0.07999 -2.57475 0.11
H 1.63431 1.92201 -1.28908 0.10
H 0.18501 2.33682 -0.69590 0.08
H -0.89994 -1.21925 -1.33495 0.12
H -1.77349 -1.04740 0.79922 0.11
H 0.43004 -2.67020 -0.05450 0.08
H 2.11454 -2.11186 -0.13972 0.09
H 1.33155 -2.31025 1.43153 0.09
H -0.46868 1.46870 1.65572 0.07
H -1.80416 1.91992 0.60173 0.07
H -2.08924 0.95347 2.06185 0.07
```

Calculated values
- Net charge: 0
- HOMO: -6.78 eV
- HOMO-LUMO gap: 7.64 eV

=====

Short version: <2> is the most stable of them.

=====

<1>
Entry from the OMol25 dataset: a cluster of 2 separate species, C3H10N2O in total (wB97M-V/def2-TZVPD).

Structure (XYZ):
```
16
Properties=species:S:1:pos:R:3:lowdin_charge:R:1
C 0.91029 1.13557 1.68922 -0.03
C 1.48898 1.10254 0.47008 -0.36
N 1.10317 1.79597 -0.67026 0.04
H -0.08591 0.77145 1.88745 0.04
H 1.65126 0.99393 2.47155 0.04
H 2.52135 0.77247 0.33991 0.10
H 0.97693 1.20251 -1.48869 0.08
H 0.31204 2.41452 -0.53508 0.08
N -0.03595 -1.03719 -0.57141 0.01
C -1.49042 -0.97517 -0.41028 -0.36
O -2.06922 -2.20034 -0.74847 -0.05
H 0.61327 -0.82960 0.17162 0.02
H 0.08605 -2.05294 -0.58617 0.07
H -1.88442 -0.14291 -0.99125 0.11
H -1.73952 -0.78697 0.64131 0.11
H -2.35790 -2.16385 -1.66952 0.09
```

Calculated values
- Net charge: 0
- HOMO: -8.37 eV
- SMILES: C=CN.NCO
- HOMO-LUMO gap: 9.28 eV

=====

<2>
Entry from the OMol25 dataset: a cluster of 2 separate species, C3H10N2O in total (wB97M-V/def2-TZVPD).

Structure (XYZ):
```
16
Properties=species:S:1:pos:R:3:lowdin_charge:R:1
N 0.46734 -0.47274 -1.77694 -0.01
C -0.45474 -0.31983 -0.65619 -0.33
C -1.27231 -1.53129 -0.30141 -0.34
N -2.17580 -1.20665 0.74867 -0.02
H 1.23717 -1.07848 -1.48240 0.06
H 0.88616 0.45033 -1.92975 0.06
H -1.15753 0.48691 -0.86099 0.11
H 0.10862 -0.02764 0.24102 0.09
H -1.86351 -1.81129 -1.18003 0.11
H -0.61849 -2.40744 -0.06954 0.11
H -2.99982 -1.85092 0.76053 0.09
H -1.74213 -1.32703 1.63495 0.05
C 2.38732 2.77584 1.22524 -0.13
O 1.70202 1.97840 0.61332 -0.02
H 2.52975 2.76796 2.33658 0.09
H 2.96596 3.57387 0.69692 0.08
```

Calculated values
- Net charge: 0
- HOMO: -8.88 eV
- SMILES: NCCN.C=O
- HOMO-LUMO gap: 9.47 eV

=====

<3>
Entry from the OMol25 dataset: a cluster of 2 separate species, C3H10N2O in total (wB97M-V/def2-TZVPD).

Structure (XYZ):
```
16
Properties=species:S:1:pos:R:3:lowdin_charge:R:1
C 0.67098 1.30531 1.84700 -0.07
C -0.26404 0.63616 0.87680 -0.42
N -1.52863 1.19737 0.64689 0.05
C 0.14789 -0.38417 0.13275 -0.17
N -0.66421 -1.00414 -0.83652 0.03
H 1.68247 0.90812 1.79535 0.07
H 0.33458 1.17918 2.88704 0.07
H 0.70820 2.38496 1.67817 0.07
H -2.14143 1.51805 1.37281 0.08
H -1.72022 1.63893 -0.23458 0.08
H 1.14364 -0.77688 0.22207 0.11
H -0.59698 -2.00952 -0.84867 0.07
H -1.61082 -0.66836 -0.72547 0.06
O 1.42852 -2.06440 -2.59031 -0.08
H 1.71250 -2.40021 -3.45149 0.03
H 0.69755 -1.46041 -2.77184 0.01
```

Calculated values
- Net charge: 0
- HOMO: -7.54 eV
- SMILES: C/C(N)=C/N.O
- HOMO-LUMO gap: 8.57 eV

=====

Short version: <3> is the most stable of them.